# C16H36F16N10O32S16

10 unconnected molecules or ions with the total composition C16H36F16N10O32S16 in a non-equilibrium geometry (ωB97M-V with the def2-TZVPD basis set, OMol25).

Bonds (Å) are listed after each position.
Element x y z (Å)
1 C 3.57 0.52 0.16  C2 1.507, H10 1.092, H11 1.087, H12 1.092
2 C 4.44 0.64 -1.06  C1 1.507, C3 1.512, H13 1.096, H14 1.093
3 C 3.75 0.22 -2.34  C2 1.512, N4 1.529, H15 1.097, H16 1.093
4 N 4.73 -0.07 -3.48  C3 1.529, C5 1.534, C6 1.548, C9 1.545
5 C 5.25 -1.49 -3.23  N4 1.534, H17 1.087, H18 1.085, H19 1.088
6 C 4.18 -0.18 -4.92  N4 1.548, C7 1.529, H20 1.086, H21 1.091
7 C 5.42 -0.09 -5.81  C6 1.529, C8 1.542, H22 1.092, H23 1.094
8 C 6.24 0.98 -5.07  C7 1.542, C9 1.485, H24 1.095, H25 1.089
9 C 5.88 0.96 -3.63  N4 1.545, C8 1.485, H26 1.088, H27 1.088
10 H 2.66 1.08 -0.06  C1 1.092
11 H 4.02 0.90 1.07  C1 1.087
12 H 3.29 -0.53 0.29  C1 1.092
13 H 5.35 0.04 -0.94  C2 1.096
14 H 4.76 1.69 -1.12  C2 1.093
15 H 3.17 1.03 -2.80  C3 1.097
16 H 2.94 -0.50 -2.22  C3 1.093
17 H 4.37 -2.11 -3.38  C5 1.087
18 H 5.67 -1.53 -2.23  C5 1.085
19 H 5.95 -1.77 -4.01  C5 1.088
20 H 3.64 -1.12 -5.07  C6 1.086
21 H 3.49 0.66 -5.06  C6 1.091
22 H 5.73 -1.09 -6.11  C7 1.092
23 H 5.17 0.26 -6.82  C7 1.094
24 H 7.29 0.71 -5.21  C8 1.095
25 H 6.17 1.97 -5.51  C8 1.089
26 H 6.69 0.45 -3.12  C9 1.088
27 H 5.45 1.87 -3.20  C9 1.088
28 C -0.71 -0.87 4.18  C29 1.545, H37 1.093, H38 1.088, H39 1.091
29 C -0.52 -1.23 2.69  C28 1.545, C30 1.508, H40 1.086, H41 1.091
30 C -1.17 -0.13 1.88  C29 1.508, N31 1.581, H42 1.090, H43 1.090
31 N -1.37 -0.43 0.34  C30 1.581, C32 1.523, C33 1.541, C36 1.589
32 C -2.13 -1.73 0.14  N31 1.523, H44 1.085, H45 1.084, H46 1.092
33 C -0.02 -0.42 -0.40  N31 1.541, C34 1.513, H47 1.089, H48 1.091
34 C 0.09 1.01 -0.87  C33 1.513, C35 1.512, H49 1.089, H50 1.093
35 C -1.29 1.58 -1.10  C34 1.512, C36 1.508, H51 1.088, H52 1.093
36 C -2.24 0.78 -0.24  N31 1.589, C35 1.508, H53 1.087, H54 1.085
37 H -1.76 -0.72 4.43  C28 1.093
38 H -0.10 -0.01 4.46  C28 1.088
39 H -0.48 -1.73 4.80  C28 1.091
40 H -1.03 -2.16 2.46  C29 1.086
41 H 0.57 -1.26 2.62  C29 1.091
42 H -0.66 0.83 1.84  C30 1.090
43 H -2.19 0.07 2.23  C30 1.090
44 H -3.19 -1.61 0.34  C32 1.085
45 H -1.72 -2.60 0.64  C32 1.084
46 H -2.10 -1.87 -0.95  C32 1.092
47 H -0.03 -1.16 -1.20  C33 1.089
48 H 0.94 -0.57 0.10  C33 1.091
49 H 0.69 1.16 -1.77  C34 1.089
50 H 0.39 1.71 -0.09  C34 1.093
51 H -1.77 1.65 -2.08  C35 1.088
52 H -1.35 2.63 -0.79  C35 1.093
53 H -2.92 0.39 -1.00  C36 1.087
54 H -2.71 1.28 0.59  C36 1.085
55 N 1.68 1.56 8.51  S56 1.558, S60 1.669
56 S 1.76 0.02 8.28  N55 1.558, O57 1.437, O58 1.443, F59 1.612, S60 2.482
57 O 0.70 -0.85 8.70  S56 1.437
58 O 3.08 -0.56 8.37  S56 1.443
59 F 1.57 0.02 6.68  S56 1.612
60 S 2.27 1.68 10.06  N55 1.669, S56 2.482, O61 1.447, O62 1.451, F63 1.566
61 O 3.47 2.48 10.12  S60 1.447
62 O 2.16 0.56 10.98  S60 1.451
63 F 1.15 2.62 10.63  S60 1.566
64 N -1.59 0.38 -6.31  S65 1.572, S69 1.672
65 S -0.24 0.59 -5.53  N64 1.572, O66 1.458, O67 1.439, F68 1.604, S69 2.402
66 O 0.88 -0.32 -5.74  S65 1.458
67 O -0.32 1.25 -4.25  S65 1.439
68 F 0.42 1.68 -6.50  S65 1.604
69 S -1.92 -1.13 -5.67  N64 1.672, S65 2.402, O70 1.426, O71 1.448, F72 1.592
70 O -1.65 -1.27 -4.27  S69 1.426
71 O -1.57 -2.25 -6.51  S69 1.448
72 F -3.51 -1.13 -5.77  S69 1.592
73 N 2.47 5.74 -3.05  S74 1.558, S78 1.685
74 S 3.59 5.47 -2.00  N73 1.558, O75 1.458, O76 1.436, F77 1.638, S78 2.461
75 O 4.66 4.61 -2.48  S74 1.458
76 O 3.30 5.57 -0.59  S74 1.436
77 F 4.20 6.99 -2.13  S74 1.638
78 S 1.94 4.15 -3.26  N73 1.685, S74 2.461, O79 1.462, O80 1.447, F81 1.589
79 O 1.41 3.45 -2.09  S78 1.462
80 O 2.61 3.46 -4.33  S78 1.447
81 F 0.59 4.64 -3.93  S78 1.589
82 N -1.83 3.27 5.40  S83 1.570, S87 1.629
83 S -3.34 2.95 5.13  N82 1.570, O84 1.443, O85 1.449, F86 1.598, S87 2.549
84 O -3.72 2.58 3.79  S83 1.443
85 O -4.31 3.71 5.89  S83 1.449
86 F -3.32 1.53 5.87  S83 1.598
87 S -1.27 3.90 4.00  N82 1.629, S83 2.549, O88 1.465, O89 1.447, F90 1.589
88 O -2.13 4.92 3.39  S87 1.465
89 O -0.75 2.88 3.12  S87 1.447
90 F 0.07 4.55 4.55  S87 1.589
91 N -4.03 -5.36 3.76  S92 1.647, S96 1.555
92 S -2.42 -5.52 4.08  N91 1.647, O93 1.446, O94 1.446, F95 1.611, S96 2.362
93 O -1.98 -6.89 4.12  S92 1.446
94 O -1.70 -4.62 4.94  S92 1.446
95 F -2.06 -4.96 2.61  S92 1.611
96 S -4.43 -5.07 5.24  N91 1.555, S92 2.362, O97 1.442, O98 1.454, F99 1.647
97 O -4.34 -3.72 5.72  S96 1.442
98 O -4.28 -6.19 6.16  S96 1.454
99 F -6.04 -5.09 4.87  S96 1.647
100 N -5.11 2.93 -4.55  S101 1.589, S105 1.506
101 S -6.43 3.56 -3.93  N100 1.589, O102 1.440, O103 1.428, F104 1.633, S105 2.372
102 O -6.46 4.94 -3.52  S101 1.440
103 O -7.32 2.66 -3.27  S101 1.428
104 F -7.23 3.62 -5.35  S101 1.633
105 S -4.24 2.88 -3.32  N100 1.506, S101 2.372, O106 1.446, O107 1.463, F108 1.623
106 O -4.35 1.79 -2.38  S105 1.446
107 O -3.70 4.12 -2.76  S105 1.463
108 F -2.89 2.49 -4.13  S105 1.623
109 N -6.21 -2.74 0.99  S110 1.700, S114 1.523
110 S -6.43 -1.91 -0.48  N109 1.700, O111 1.435, O112 1.449, F113 1.637, S114 2.421
111 O -5.22 -1.94 -1.25  S110 1.435
112 O -7.20 -0.69 -0.54  S110 1.449
113 F -7.53 -3.00 -1.03  S110 1.637
114 S -5.99 -1.51 1.86  N109 1.523, S110 2.421, O115 1.457, O116 1.447, F117 1.662
115 O -7.24 -0.92 2.32  S114 1.457
116 O -4.75 -0.78 1.67  S114 1.447
117 F -5.55 -2.49 3.13  S114 1.662
118 N 1.92 -5.40 -0.81  S119 1.642, S123 1.533
119 S 1.70 -3.85 -0.31  N118 1.642, O120 1.442, O121 1.436, F122 1.577, S123 2.407
120 O 2.44 -2.87 -1.06  S119 1.442
121 O 1.52 -3.61 1.10  S119 1.436
122 F 0.25 -3.71 -0.91  S119 1.577
123 S 3.27 -5.67 -0.14  N118 1.533, S119 2.407, O124 1.428, O125 1.454, F126 1.650
124 O 3.30 -5.78 1.28  S123 1.428
125 O 4.42 -5.24 -0.93  S123 1.454
126 F 3.31 -7.24 -0.64  S123 1.650

Total charge = -6
Total energy = -314424.1092 eV
Strongest force on any atom = 0.2005 Eh/bohr